Version w
Below is a 2-piece molecular cluster, C2H8S2 overall, with properties calculated with ωB97M-V/def2-TZVPD.

Atoms and positions in Å:
S1 2.3621 -0.7425 1.7140
S2 2.2977 1.2962 0.8700
H1 3.6898 -0.4358 2.1223
H2 1.9494 1.0506 -0.4117
C1 -0.7660 -0.0339 -1.0657
C2 -1.7721 -0.2883 0.0569
H3 -0.5000 1.1154 -1.0994
H4 -1.1565 -0.1998 -2.1486
H5 0.1125 -0.7136 -0.9377
H6 -2.0473 -1.4135 0.1915
H7 -1.4851 0.2242 0.9227
H8 -2.6847 0.1409 -0.2142

Computed properties:
HOMO level = -9.18 eV
Gap between HOMO and LUMO = 8.998 eV
SMILES string = CC.SS

---

Version x
Below is a 2-piece molecular cluster, C2H8S2 overall, with properties calculated with ωB97M-V/def2-TZVPD.

Atoms and positions in Å:
S1 -1.2553 4.1005 -1.4165
C1 -1.6664 2.5512 -0.6537
H1 -2.5074 4.4543 -1.7766
H2 -2.1668 1.9122 -1.4006
H3 -2.3946 2.8083 0.1339
H4 -0.8415 1.9788 -0.1970
S2 0.5156 -3.2843 0.8013
C2 2.1171 -2.7827 1.1891
H5 0.7446 -3.6028 -0.4905
H6 2.5848 -2.2051 0.3741
H7 2.6714 -3.7283 1.3132
H8 2.1983 -2.2021 2.1234

Computed properties:
HOMO level = -8.93 eV
Gap between HOMO and LUMO = 9.707 eV
SMILES string = CS.CS

---

Ordering by calculated energy gives the sequence version x, version w, with the first entry being the most stable.

---

Version w
Below is a 2-piece molecular cluster, C2H3N2OP overall, with properties calculated with ωB97M-V/def2-TZVPD.

Atoms and positions in Å:
C1 1.0344 -1.4724 -0.2144
C2 1.7893 -0.5312 -0.2322
N1 -1.8186 -0.3713 -1.7074
N2 -1.7217 0.1604 -0.6887
O1 -0.6003 1.8039 0.9883
P1 -1.9406 0.8748 0.8300
H1 0.5907 -2.3323 -0.5559
H2 2.5741 0.1469 -0.0119
H3 0.0926 1.7212 1.5922

Computed properties:
HOMO level = -7.74 eV
Gap between HOMO and LUMO = 7.635 eV

---

Version x
Below is one molecule with the formula C2H3N2OP, with properties calculated with ωB97M-V/def2-TZVPD.

Atoms and positions in Å:
C1 0.0909 -0.8809 -0.5514
C2 -0.5720 -0.3878 0.7039
N1 -0.3854 -1.8209 -1.2192
N2 -2.7237 -0.9041 -0.0177
O1 -1.8581 0.0421 0.3580
P1 -2.4238 -2.3304 -0.5302
H1 1.0021 -0.3747 -1.0445
H2 -0.5168 -1.3267 1.2485
H3 -0.0480 0.4735 0.9999

Computed properties:
HOMO level (spin up / spin down) = -8.59 / -8.59 eV
Gap between HOMO and LUMO (spin up / spin down) = 8.101 / 8.102 eV
SMILES string = C1=NP=NOC1

---

Version y
Below is one molecule with the formula C2H3N2OP, with properties calculated with ωB97M-V/def2-TZVPD.

Atoms and positions in Å:
C1 -0.3037 -1.2889 -0.3958
C2 -1.6239 -0.3282 -0.2120
N1 0.7833 -0.6537 -0.3964
N2 0.7584 0.6523 -0.3461
O1 -2.7547 -0.6213 0.1237
P1 -0.8390 1.3716 -0.2428
H1 -0.5232 -2.2803 -0.4185
H2 1.4853 0.9971 -0.9681
H3 -0.9484 1.3143 1.1028

Computed properties:
HOMO level = -9.05 eV
Gap between HOMO and LUMO = 9.185 eV
SMILES string = O=c1cn[nH][pH]1

---

Ordering by calculated energy gives the sequence version y, version w, version x, with the first entry being the most stable.

---

Version w
Below is a 2-piece molecular cluster, C4H16N3O overall, with properties calculated with ωB97M-V/def2-TZVPD.

Atoms and positions in Å:
C1 2.6000 -0.9210 1.2167
N1 2.7576 -2.3544 1.4136
C2 1.2752 -0.6132 0.5092
N2 0.9304 0.8249 0.6990
H1 3.3957 -0.4424 0.6302
H2 2.5521 -0.4261 2.1895
H3 3.0048 -2.7626 0.5196
H4 3.5514 -2.5104 2.0344
H5 0.4612 -1.2196 0.9038
H6 1.2987 -0.8190 -0.5594
H7 0.4277 1.2711 -0.1366
H8 0.3835 0.9814 1.5446
H9 1.7476 1.4191 0.8494
C3 -1.5485 0.5765 -1.6011
O1 -0.4689 1.5598 -1.5668
C4 -2.4592 0.7911 -0.4227
N3 -3.6697 0.0099 -0.6398
H10 -2.0829 0.7273 -2.5407
H11 -1.1240 -0.4283 -1.6485
H12 0.0110 1.5262 -2.4034
H13 -1.9754 0.4198 0.4880
H14 -2.5991 1.8651 -0.2569
H15 -4.2112 0.4057 -1.3970
H16 -4.2580 0.1189 0.1751

Computed properties:
HOMO level = -12.89 eV
Gap between HOMO and LUMO = 9.734 eV
Net charge = +1

---

Version x
Below is a 2-piece molecular cluster, C4H16N3O overall, with properties calculated with ωB97M-V/def2-TZVPD.

Atoms and positions in Å:
C1 1.2192 -1.8578 0.3996
N1 1.9068 -2.5568 -0.6822
C2 1.9441 -0.5481 0.6368
N2 1.3667 0.1829 1.8055
H1 1.2995 -2.4857 1.2879
H2 0.1551 -1.6880 0.2159
H3 1.5041 -3.4776 -0.8118
H4 1.7678 -2.0748 -1.5641
H5 1.9112 0.1176 -0.2293
H6 3.0030 -0.7396 0.8334
H7 1.9360 0.9769 2.0984
H8 0.4152 0.5693 1.5913
H9 1.2947 -0.4547 2.6031
C3 -1.4008 1.2204 -2.2259
N3 -2.2332 1.5143 -1.0589
C4 -1.9479 0.7089 0.0893
O1 -0.8836 1.3411 0.8382
H10 -0.3593 1.4580 -1.9944
H11 -1.7189 1.8366 -3.0568
H12 -1.4670 0.1703 -2.5273
H13 -3.2163 1.4682 -1.2918
H14 -2.8320 0.6516 0.7188
H15 -1.5884 -0.3014 -0.1609
H16 -0.9936 2.2807 0.6332

Computed properties:
HOMO level = -12.93 eV
Gap between HOMO and LUMO = 9.861 eV
Net charge = +1

---

Ordering by calculated energy gives the sequence version x, version w, with the first entry being the most stable.

---

Version w
Below is CH2ClO2S as an isolated structure, with properties calculated with ωB97M-V/def2-TZVPD.

Atoms and positions in Å:
C1 -1.2034 -0.0791 0.0087
O1 1.2654 1.9100 0.9847
O2 0.7813 0.3434 -1.7208
S1 0.4704 0.2428 -0.3337
Cl1 1.4651 -1.4962 0.2893
H1 -1.3790 -1.1614 -0.2211
H2 -1.3998 0.2405 0.9929

Computed properties:
HOMO level (spin up / spin down) = -4.09 / -4.09 eV
Gap between HOMO and LUMO (spin up / spin down) = 7.234 / 7.161 eV
Net charge = -1

---

Version x
Below is an isolated ion of composition CH2ClO2S and charge -1, with properties calculated with ωB97M-V/def2-TZVPD.

Atoms and positions in Å:
C1 -0.9207 0.1859 0.6139
O1 1.6639 -0.4955 1.3605
O2 0.8556 1.3957 -0.7884
S1 0.4956 0.1643 -0.1251
Cl1 0.7888 -1.1684 -1.7542
H1 -1.6017 0.7076 -0.1217
H2 -1.2815 -0.7895 0.8149

Computed properties:
HOMO level = -4.36 eV
Gap between HOMO and LUMO = 8.010 eV
Net charge = -1
SMILES string = C=[S@](=O)([O-])Cl

---

Ordering by calculated energy gives the sequence version x, version w, with the first entry being the most stable.

---

Version w
Below is one molecule with the formula C2H3NOS2, with properties calculated with ωB97M-V/def2-TZVPD.

Atoms and positions in Å:
C1 -0.5128 -0.1618 0.7432
C2 0.9067 -1.3446 -0.8205
H1 -0.5961 3.0558 -0.2188
H2 -1.0823 -0.4426 1.6460
H3 1.2399 -0.3965 -1.1448
N1 -0.3390 0.9463 0.1409
O1 -0.0820 -1.3070 0.1610
S1 -1.1510 2.3574 0.7478
S2 1.6166 -2.7069 -1.2547

Computed properties:
HOMO level = -9.12 eV
Gap between HOMO and LUMO = 8.800 eV
SMILES string = S=CO/C=N/S

---

Version x
Below is a 2-piece molecular cluster, C2H3NOS2 overall, with properties calculated with ωB97M-V/def2-TZVPD.

Atoms and positions in Å:
C1 -1.2935 1.6885 -0.0275
C2 1.8118 -0.5007 -0.0269
N1 -2.0666 0.8511 0.2298
O1 1.1152 0.4502 -0.1772
S1 -2.6141 -0.5603 0.4029
S2 1.1882 -2.0798 -0.0744
H1 -1.0921 2.6991 -0.2404
H2 3.0095 -0.6706 0.0410
H3 -0.0585 -1.8775 -0.1274

Computed properties:
HOMO level (spin up / spin down) = -8.61 / -8.61 eV
Gap between HOMO and LUMO (spin up / spin down) = 9.103 / 9.104 eV
SMILES string = C#[N+][S-].O=CS

---

Version y
Below is one molecule with the formula C2H3NOS2, with properties calculated with ωB97M-V/def2-TZVPD.

Atoms and positions in Å:
C1 0.1364 -0.1456 0.8004
C2 0.5438 -0.5914 -0.6417
N1 -0.3095 1.1076 0.8323
O1 0.1993 -0.9514 1.7073
S1 -0.1848 -1.9440 -1.5513
S2 -0.4369 0.0599 -1.9755
H1 1.5195 -0.3370 -0.9795
H2 -0.8420 1.4568 0.0430
H3 -0.6258 1.3450 1.7649

Computed properties:
HOMO level = -8.76 eV
Gap between HOMO and LUMO = 8.564 eV
SMILES string = NC(=O)C1SS1

---

Ordering by calculated energy gives the sequence version y, version w, version x, with the first entry being the most stable.

---

Version w
Below is one molecule with the formula C2H3NOS2, with properties calculated with ωB97M-V/def2-TZVPD.

Atoms and positions in Å:
C1 1.0364 -0.5875 0.0218
C2 -1.3706 -0.4294 -0.0900
H1 1.4715 1.6289 0.2232
H2 0.9323 -1.6278 -0.1214
H3 -1.3592 -1.4571 -0.1167
N1 -0.1548 0.1958 -0.0046
O1 2.0898 -0.0710 0.0649
S1 0.1256 1.9208 -0.0329
S2 -2.7709 0.4272 0.0556

Computed properties:
HOMO level = -8.97 eV
Gap between HOMO and LUMO = 8.709 eV
SMILES string = O=CN(S)C=S

---

Version x
Below is one molecule with the formula C2H3NOS2, with properties calculated with ωB97M-V/def2-TZVPD.

Atoms and positions in Å:
C1 0.1060 1.2288 -0.1991
C2 -0.7883 -1.0606 0.1339
H1 2.1714 -0.2232 0.5124
H2 0.9899 1.7573 -0.3225
H3 -0.3067 -2.0632 0.2311
N1 0.2004 -0.1163 0.0464
O1 1.4753 -0.6232 -0.2377
S1 -1.4064 1.9921 -0.0183
S2 -2.4416 -0.8915 -0.1461

Computed properties:
HOMO level = -7.77 eV
Gap between HOMO and LUMO = 6.729 eV
SMILES string = ON(C=S)C=S

---

Ordering by calculated energy gives the sequence version w, version x, with the first entry being the most stable.